Entry from OMol25: a structure of composition C63H48MnN6O7 (ωB97M-V/def2-TZVPD).

For the largest force on an atom, the calculation gives 1.33 eV/Å. As for the HOMO energy (alpha / beta): 0.18 / 0.16 eV. As for the expectation value of S²: 8.84. For the orbital gap (alpha / beta), the calculation gives 3.472 / 3.496 eV.

```
! RIJCOSX wB97M-V def2-TZVPD def2/J DEFGRID3
* xyz -2 6
Mn 0.788 -0.213 1.237
C -0.207 5.882 -3.455
O -1.409 5.405 -2.897
C -1.296 4.722 -1.704
C -0.167 4.740 -0.896
C -0.146 4.016 0.286
C -1.231 3.215 0.723
C -2.373 3.261 -0.119
C -2.401 3.990 -1.293
C -1.095 2.487 1.964
C -2.222 1.698 2.691
C -3.699 2.038 2.435
C -4.527 1.296 1.698
C -3.915 0.257 0.900
N -2.501 0.249 0.827
C -4.135 -0.885 0.234
C -2.619 -1.074 0.067
C -2.226 -0.947 -1.402
C -1.065 -1.092 -2.077
C 0.211 -1.441 -1.519
C 1.465 -1.207 -2.025
C 1.644 -1.103 -3.490
C 2.444 -0.115 -4.076
C 2.599 -0.031 -5.448
C 1.943 -0.931 -6.282
O 2.151 -0.776 -7.630
C 1.360 -1.574 -8.480
C 1.139 -1.917 -5.729
C 1.004 -1.992 -4.345
C 2.546 -0.891 -1.145
N 2.354 -0.269 0.098
C 3.552 0.226 0.543
C 3.646 1.150 1.625
C 4.970 1.619 2.046
C 5.234 2.981 2.298
C 6.506 3.439 2.602
C 7.571 2.552 2.667
O 8.860 3.009 2.938
C 9.482 3.569 1.797
C 7.348 1.205 2.456
C 6.066 0.748 2.169
C 2.469 1.759 2.193
C 2.331 2.504 3.384
C 0.967 2.820 3.542
C 0.276 2.313 2.450
N 1.208 1.653 1.624
C 4.558 -0.196 -0.383
C 3.920 -0.848 -1.427
N 0.088 -1.711 -0.144
C -5.238 -1.749 -0.130
C -4.975 -2.959 -0.780
C -5.999 -3.830 -1.127
C -7.313 -3.513 -0.814
O -8.378 -4.309 -1.170
C -8.268 -5.697 -0.903
C -7.595 -2.321 -0.167
C -6.569 -1.450 0.166
H -0.440 6.209 -4.467
H 0.555 5.098 -3.496
H 0.197 6.730 -2.893
H 0.705 5.321 -1.168
H 0.740 4.063 0.905
H -3.242 2.682 0.130
H -3.280 3.979 -1.929
H -4.121 2.848 3.019
H -5.595 1.478 1.683
H -3.056 -0.555 -1.980
H -1.078 -0.823 -3.127
H 2.931 0.611 -3.435
H 3.217 0.740 -5.892
H 1.570 -1.247 -9.496
H 0.294 -1.447 -8.275
H 1.611 -2.636 -8.391
H 0.626 -2.638 -6.352
H 0.392 -2.778 -3.914
H 4.411 3.682 2.231
H 6.686 4.495 2.781
H 10.488 3.874 2.091
H 8.935 4.442 1.428
H 9.547 2.838 0.985
H 8.183 0.516 2.537
H 5.894 -0.314 2.040
H 3.134 2.763 4.058
H 0.535 3.384 4.355
H 5.612 0.029 -0.318
H 4.387 -1.279 -2.303
H -3.945 -3.211 -1.010
H -5.766 -4.749 -1.652
H -8.601 -6.252 -1.781
H -8.909 -5.960 -0.058
H -7.248 -5.994 -0.664
H -8.626 -2.089 0.073
H -6.802 -0.526 0.683
C -2.141 4.330 3.898
O -1.697 3.185 4.595
C -2.109 1.934 4.192
C -2.433 1.121 5.207
C -2.878 -0.262 5.248
C -2.957 -1.183 4.279
C -2.540 -1.076 2.904
C -2.308 -2.194 2.195
N -2.060 -2.176 0.817
N -0.913 -2.728 0.184
C 0.536 -2.805 0.742
O 0.925 -2.381 1.890
C 1.222 -4.019 0.153
C 2.341 -4.504 0.819
C 3.011 -5.625 0.347
C 2.567 -6.271 -0.800
C 1.456 -5.780 -1.476
C 0.785 -4.658 -1.004
C -1.961 0.180 2.212
O -0.647 -0.072 2.238
H -3.186 4.554 4.149
H -2.031 4.238 2.817
H -1.515 5.151 4.242
H -2.351 1.598 6.177
H -3.181 -0.592 6.237
H -3.313 -2.169 4.570
H -2.349 -3.181 2.651
H 2.660 -3.975 1.709
H 3.886 -5.992 0.872
H 3.082 -7.152 -1.167
H 1.107 -6.272 -2.378
H -0.082 -4.272 -1.523
*
```